Entry P
# C4H8FNS

The molecule C4H8FNS (ωB97M-V with the def2-TZVPD basis set, the Open Molecules 2025 dataset).

Atoms and positions in Å:
C1 1.7794 0.0360 2.5429
S1 0.8442 1.2613 1.4533
N1 0.0666 0.2248 0.2820
C2 -0.8217 0.6306 -0.5844
C3 -1.2584 -0.6975 -1.4298
C4 -0.3886 -1.9582 -1.2017
F1 -1.2652 -0.3713 -2.6947
H1 2.0138 0.5314 3.6563
H2 2.6971 -0.4176 1.8880
H3 0.8443 -0.7031 2.7875
H4 -1.1686 1.6429 -0.7213
H5 -2.3578 -0.7516 -1.1000
H6 -0.7348 -2.9088 -1.8151
H7 -0.3762 -2.1063 -0.1126
H8 0.6317 -1.7658 -1.5191

Computed properties:
**HOMO energy**: -8.601 eV
**2S+1**: 1
**SMILES string**: CS/N=C/[C@H](C)F
**LUMO level**: 0.91 eV
**Total charge**: 0
**Kohn-Sham gap**: 0.349 Eh

These are the Löwdin partial charges, in e, on atoms 1 to 8: atom 1 (C): -0.443, atom 2 (S): 0.710, atom 3 (N): -0.356, atom 4 (C): -0.132, atom 5 (C): -0.424, atom 6 (C): -0.061, atom 7 (F): 0.010, atom 8 (H): 0.084

***

Entry Q
# C4H8FNS

C4H8FNS as an isolated structure (ωB97M-V with the def2-TZVPD basis set, the Open Molecules 2025 dataset).

Atoms and positions in Å:
C1 0.1549 0.4695 -0.8271
C2 0.4269 -0.8427 -0.1937
C3 -0.3129 1.4233 0.2544
C4 -0.6403 -0.8281 0.9526
N1 -1.1065 0.5102 1.0435
F1 -3.3912 -1.1071 -0.2258
S1 -3.1827 0.5572 -0.1028
H1 0.9680 0.9452 -1.4540
H2 -0.6860 0.1747 -1.4986
H3 0.4718 -1.7685 -0.7197
H4 1.4862 -0.8947 0.2091
H5 0.5345 1.7890 0.8566
H6 -1.0791 2.2735 0.0640
H7 -1.2793 -1.7165 0.7534
H8 -0.2794 -1.0324 2.0180

Computed properties:
**HOMO energy (alpha / beta)**: -8.872 / -8.890 eV
**2S+1**: 1
**LUMO level (alpha / beta)**: -0.98 / -1.07 eV
**Total charge**: 0
**Kohn-Sham gap (alpha / beta)**: 0.290 / 0.287 Eh

These are the Löwdin partial charges, in e, on atoms 1 to 8: atom 1 (C): -0.247, atom 2 (C): -0.199, atom 3 (C): -0.270, atom 4 (C): -0.269, atom 5 (N): -0.146, atom 6 (F): -0.572, atom 7 (S): 0.757, atom 8 (H): 0.127

***

Which one sits at the top of the stability order? entry P does.

***

Entry P
# C4H14NO3

C4H14NO3 as an isolated structure (ωB97M-V with the def2-TZVPD basis set, the Open Molecules 2025 dataset).

Atoms and positions in Å:
C1 -0.3408 -0.8216 1.1200
O1 0.8490 -0.2715 1.5471
C2 -0.3087 -1.2489 -0.3646
C3 -1.6638 -1.8270 -0.7782
C4 -2.7011 -0.7283 -1.1858
N1 0.7689 -2.1810 -0.6614
H1 -1.2184 -0.1428 1.1911
H2 -0.5363 -1.7120 1.7530
H3 -0.1221 -0.3226 -0.9006
H4 -2.0968 -2.3578 0.0794
H5 -1.5924 -2.5784 -1.5719
H6 -3.5824 -0.8071 -0.5378
H7 -2.2986 0.2653 -1.0170
H8 -2.9796 -0.8661 -2.2318
H9 0.6696 -2.9720 -0.0530
H10 1.6527 -1.7576 -0.4106
H11 2.2991 1.5155 -0.1426
H12 1.1861 0.7272 0.8520
O2 1.4104 1.6579 0.1999
H13 1.6276 3.4013 0.3499
H14 0.8389 4.6478 -0.1596
O3 1.7003 4.3675 0.1460

Computed properties:
**HOMO energy**: -4.095 eV
**2S+1**: 1
**LUMO level**: 3.86 eV
**Total charge**: -1
**Kohn-Sham gap**: 0.293 Eh

These are the Löwdin partial charges, in e, on atoms 1 to 8: atom 1 (C): -0.370, atom 2 (O): -0.257, atom 3 (C): -0.437, atom 4 (C): -0.227, atom 5 (C): -0.109, atom 6 (N): 0.029, atom 7 (H): 0.104, atom 8 (H): 0.100

***

Entry Q
# C4H14NO3

A 3-piece molecular cluster, C4H14NO3 overall (ωB97M-V with the def2-TZVPD basis set, the Open Molecules 2025 dataset).

Atoms and positions in Å:
C1 0.0167 1.1923 -0.4398
N1 -1.4162 1.4723 -0.1883
C2 -2.1033 0.3660 0.5119
O1 -2.1020 -0.8760 -0.0860
C3 0.9288 2.2457 0.2395
C4 1.8566 1.5881 1.3005
H1 0.1410 1.3022 -1.5146
H2 0.2782 0.1615 -0.2216
H3 -1.9425 1.6109 -1.0388
H4 -3.1733 0.6418 0.5525
H5 -1.7018 0.4115 1.5484
H6 1.5607 2.7788 -0.4808
H7 0.3617 3.0479 0.7107
H8 1.3568 1.1352 2.1556
H9 2.4043 2.4681 1.6457
H10 2.5382 0.7703 1.0586
H11 2.4925 -2.1629 -0.8650
H12 1.1988 -2.8367 -1.0119
O2 2.2192 -3.0900 -0.9305
H13 -1.1049 -1.3130 -0.2799
H14 -0.0616 -2.7001 0.3930
O3 -0.0176 -2.1567 -0.4130

Computed properties:
**HOMO energy**: -4.544 eV
**2S+1**: 1
**LUMO level**: 3.76 eV
**Total charge**: -1
**Kohn-Sham gap**: 0.305 Eh

These are the Löwdin partial charges, in e, on atoms 1 to 8: atom 1 (C): -0.225, atom 2 (N): -0.071, atom 3 (C): -0.393, atom 4 (O): -0.160, atom 5 (C): -0.236, atom 6 (C): -0.127, atom 7 (H): 0.102, atom 8 (H): 0.084

***

Which one sits at the top of the stability order? entry P does.